21
Properties=species:S:1:pos:R:3:nbo_charge:R:1 method="wB97M-V/def2-TZVPD" homo_energy_ev=-12.9832 charge=+1 e_tot_ha=-328.581416 orbital_gap_ev=9.673 relative_energy_kcal_mol=65.8
C -0.86 0.21 0.57 -0.21
C 0.13 -0.42 1.59 -0.44
C 1.47 -0.65 1.15 -0.52
C 1.95 1.70 0.47 -0.41
C 2.10 0.41 0.32 -0.21
N -0.92 -0.75 -0.63 -0.70
H -0.47 1.12 0.08 0.24
H -1.89 0.33 0.78 0.23
H -0.05 0.24 2.49 0.26
H -0.37 -1.39 2.09 0.24
H 1.70 -1.48 0.58 0.23
H 2.20 -0.78 1.91 0.27
H 1.64 2.20 1.49 0.22
H 2.35 2.30 -0.30 0.22
H 2.98 0.08 -0.28 0.23
H -1.02 -1.71 -0.34 0.43
H -1.72 -0.55 -1.28 0.47
H -0.03 -0.74 -1.17 0.44
H -3.67 -0.33 -3.60 0.50
H -2.67 0.59 -2.83 0.47
O -2.86 -0.38 -3.09 -0.96